ORCA calculation (ωB97M-V with the def2-TZVPD basis set) on a 2-piece molecular cluster, C3H7FO3 overall.

SMILES   COC(=O)F.CO
Energy relative to the best compared isomer or geometry (same formula, charge and spin)   226.15 kJ/mol

```
14
Properties=species:S:1:pos:R:3:forces:R:3
C 1.28839 0.70421 1.44100 0.9 -1.1 0.1
C -1.57740 0.47764 -1.10313 -2.5 0.8 5.2
C 1.11574 -0.90385 -0.14084 1.6 -5.2 -3.1
O 1.39747 -0.30694 -1.12331 -0.7 1.0 0.4
O 1.21395 -0.75507 1.10097 -0.4 2.5 2.1
O -1.30409 -0.73889 -0.34032 -3.2 -2.0 0.0
F 1.02436 -2.35985 -0.28478 -0.3 2.0 0.1
H 1.97507 1.18575 0.63967 -0.8 -0.7 2.0
H 1.61549 0.59011 2.55093 -0.5 1.1 -2.2
H 0.27105 1.08617 1.25747 0.4 0.0 0.6
H -0.89626 0.58660 -1.81773 2.6 0.0 -3.4
H -1.35607 1.49953 -0.41234 -1.1 -2.8 -1.4
H -2.61783 0.40471 -1.43509 0.4 0.7 -0.2
H -2.14988 -1.47012 -0.33251 3.6 3.5 -0.3
```
Positions in Å, forces in eV/Å.

List of natural (NBO) charges in e, atom by atom: atom 1 (C): -0.2927, atom 2 (C): -0.2158, atom 3 (C): 1.0968, atom 4 (O): -0.5981, atom 5 (O): -0.4739, atom 6 (O): -0.7701, atom 7 (F): -0.4080, atom 8 (H): 0.2272, atom 9 (H): 0.2257, atom 10 (H): 0.2052, atom 11 (H): 0.1829, atom 12 (H): 0.1412, atom 13 (H): 0.1821, atom 14 (H): 0.4975